{"formula": "C11H14NO2", "method": "ωB97M-V with the def2-TZVPD basis set", "elements": ["C", "H", "H", "C", "H", "H", "C", "H", "C", "C", "H", "C", "H", "H", "H", "N", "H", "O", "H", "O", "C", "C", "C", "H", "H", "C", "C", "H"], "positions_angstrom": [[-1.54, -0.12, 0.89], [-1.68, 1.56, 3.81], [-2.61, -0.42, 2.71], [-1.39, 1.33, 2.80], [-2.99, -1.00, -0.40], [1.45, 1.40, -1.73], [3.59, -0.83, -0.54], [-0.03, 2.33, -1.96], [-2.10, -1.31, 0.17], [0.40, 1.34, -2.04], [-2.42, -2.08, 0.88], [-0.64, 0.71, 0.19], [3.88, 0.16, -0.14], [4.33, -2.59, -0.59], [-1.49, -2.65, -1.43], [-0.50, -0.83, -1.59], [0.39, 1.01, -3.08], [2.56, -1.03, -1.13], [-0.24, -2.35, -0.21], [4.51, -1.70, -0.25], [-1.05, -1.89, -0.78], [-0.28, 0.37, -1.16], [-1.91, 0.20, 2.18], [-0.07, 3.01, 2.62], [0.59, 2.48, 0.32], [-0.49, 2.14, 2.13], [-0.12, 1.85, 0.83], [-0.16, -1.09, -2.51]], "total_charge": 1, "fmax_ev_per_a": 1.10, "energy_ev": -17214.006}

***

{"formula": "C3H8NS2", "method": "ωB97M-V with the def2-TZVPD basis set", "elements": ["H", "N", "H", "H", "S", "C", "H", "H", "H", "C", "H", "H", "C", "S"], "positions_angstrom": [[0.14, 0.26, 1.57], [-0.58, 0.50, -1.26], [-2.25, 1.40, -0.28], [-0.46, 1.11, -2.01], [2.22, -0.91, 0.67], [-0.86, 0.20, 1.06], [-0.17, -1.45, -2.05], [3.07, -0.78, 1.64], [3.32, -1.38, -0.04], [-1.19, 1.14, -0.17], [-1.64, 0.18, 1.88], [-0.56, 2.01, -0.15], [-0.40, -0.83, -1.20], [-0.63, -1.45, 0.35]], "total_charge": 1, "fmax_ev_per_a": 3.51, "energy_ev": -26393.301}

***

{"formula": "C52H48N2O6P2RuS2", "method": "ωB97M-V with the def2-TZVPD basis set", "elements": ["H", "H", "C", "C", "H", "H", "C", "H", "C", "C", "C", "O", "C", "H", "P", "O", "H", "C", "H", "C", "C", "C", "C", "C", "N", "H", "H", "H", "C", "C", "H", "H", "C", "C", "H", "C", "C", "C", "H", "C", "H", "H", "H", "C", "C", "P", "C", "H", "H", "C", "H", "H", "O", "S", "C", "H", "C", "C", "C", "C", "C", "C", "H", "C", "C", "C", "C", "C", "C", "C", "H", "H", "H", "H", "H", "C", "H", "H", "H", "C", "O", "C", "Ru", "H", "C", "C", "H", "H", "H", "C", "H", "H", "H", "C", "C", "H", "H", "C", "N", "H", "H", "C", "H", "C", "C", "O", "O", "S", "C", "H", "H", "H", "H"], "positions_angstrom": [[-2.71, 4.28, -0.51], [3.20, -2.13, -3.04], [-0.57, -2.16, -0.91], [4.15, 1.55, 0.90], [-1.22, 2.44, 0.88], [-1.91, -5.84, -0.56], [-2.06, 5.89, -3.46], [4.29, 1.73, -5.92], [0.83, 3.04, 4.09], [3.44, -1.29, -3.68], [4.29, -1.00, 1.91], [-0.94, -0.38, 1.41], [4.04, 0.88, -5.30], [4.73, -1.22, -9.73], [-2.95, -1.08, -1.40], [-0.93, 2.12, -1.75], [1.36, -3.07, -0.68], [2.54, -0.21, -3.73], [5.25, -2.16, -4.43], [-2.78, 3.58, -1.35], [-5.48, -1.44, -0.20], [0.07, -0.53, -2.84], [-6.82, -1.82, -0.22], [-3.68, 4.17, -2.46], [1.96, -1.34, 1.54], [1.41, 3.19, 4.99], [-3.68, 4.91, -4.48], [2.54, 1.80, -2.24], [-1.94, -2.49, -1.02], [-5.32, -1.88, -2.56], [-0.93, 3.98, 4.87], [-1.15, -2.06, -3.47], [2.89, 0.90, -4.52], [1.89, 4.25, -0.03], [-1.85, 0.66, -6.56], [0.69, 2.20, 1.83], [1.28, -0.29, -3.07], [4.59, -1.30, -4.45], [4.16, 0.09, -8.67], [1.95, 2.97, -0.57], [-4.72, -1.88, -3.46], [-8.44, -2.54, -1.43], [-4.10, 0.97, -2.94], [2.98, 0.79, 0.92], [-3.25, 0.57, -3.49], [1.38, 1.45, 0.30], [4.89, -0.22, -5.28], [-7.11, -2.57, -3.51], [-3.50, -3.97, -0.97], [-0.19, -4.55, -0.60], [1.01, -0.99, 1.51], [-0.22, 6.31, -2.37], [-2.78, 0.02, -0.15], [6.27, -0.29, -6.41], [-1.20, -0.98, -3.56], [4.11, 2.56, 0.51], [2.95, 5.16, -1.99], [-0.63, 2.64, 1.77], [-1.96, 0.39, -5.52], [0.29, -3.25, -0.73], [-1.09, 5.67, -2.29], [5.41, -1.30, -7.71], [-4.38, 3.40, -2.78], [-1.21, 3.28, 2.85], [2.51, 2.80, -1.82], [-7.40, -2.23, -1.41], [5.43, -0.22, 1.85], [-2.44, -3.79, -0.90], [3.02, 3.88, -2.54], [-6.66, -2.26, -2.58], [6.36, -0.63, 2.21], [5.82, 0.12, -9.26], [-5.03, -1.12, 0.73], [-4.28, 4.99, -2.04], [-2.68, 6.76, -3.22], [-0.48, 3.49, 4.01], [0.32, 4.07, -2.51], [-7.41, -1.78, 0.69], [0.51, -5.36, -0.44], [3.05, -0.51, 1.46], [-2.99, -1.72, 1.60], [5.02, -0.54, -8.94], [-0.15, -0.16, -0.87], [3.35, 6.00, -2.54], [-1.55, -4.83, -0.68], [-2.48, -0.47, -2.88], [1.44, 4.41, 0.94], [2.07, -2.19, 2.08], [3.46, 3.72, -3.51], [2.38, 5.34, -0.74], [-1.58, 5.93, -1.35], [2.22, 1.75, -4.57], [6.25, 1.69, 1.31], [-1.19, -0.58, -5.02], [-1.37, 3.25, -1.78], [2.44, 2.06, 3.06], [2.33, 6.33, -0.31], [1.42, 2.40, 3.00], [-0.61, 4.30, -2.20], [-3.20, 2.66, -0.95], [4.33, -2.00, 2.31], [-4.73, -1.47, -1.37], [-1.50, 6.13, -4.37], [-3.00, 1.04, -4.73], [5.37, 1.07, 1.35], [-3.01, 0.65, 2.21], [5.18, -2.46, -7.53], [-2.41, -0.41, 1.44], [-2.95, 4.67, -3.71], [-2.34, 3.85, -4.11], [-3.62, 1.82, -5.17], [-0.46, -1.08, -5.65], [-2.25, 3.58, 2.80]], "total_charge": -1, "s_squared": 1.1307, "fmax_ev_per_a": 1.62, "spin_multiplicity": 2, "energy_ev": -112798.418}

***

{"formula": "C36H44AsF3N5OPbTe", "method": "ωB97M-V with the def2-TZVPD basis set", "elements": ["C", "C", "F", "H", "H", "C", "H", "H", "C", "C", "N", "N", "C", "H", "C", "H", "Te", "C", "C", "H", "C", "H", "C", "H", "As", "H", "C", "H", "C", "H", "H", "H", "C", "H", "H", "N", "C", "C", "H", "C", "C", "H", "H", "H", "H", "N", "H", "H", "C", "H", "C", "C", "H", "H", "N", "H", "O", "C", "H", "H", "F", "H", "C", "Pb", "H", "H", "F", "H", "C", "C", "C", "H", "C", "C", "H", "H", "H", "H", "C", "H", "H", "C", "C", "H", "C", "C", "H", "C", "C", "C", "H", "H"], "positions_angstrom": [[0.13, 0.21, -4.07], [3.58, 2.68, -4.36], [3.70, -6.19, 5.76], [-5.88, 0.05, -1.15], [1.69, 5.33, -5.25], [4.00, -3.20, 2.27], [-3.39, 1.44, -2.29], [2.26, -1.58, 4.67], [2.95, 3.60, -5.19], [2.05, 4.68, -3.24], [0.95, -0.63, -1.86], [-0.95, -0.74, 1.44], [2.61, 3.84, 4.09], [1.73, 5.35, 5.35], [-2.14, 1.12, 2.55], [-1.50, -2.65, -3.79], [2.50, 3.90, -0.29], [2.68, -1.13, 2.09], [0.04, 1.72, -3.90], [-4.18, -1.38, 0.38], [-5.07, -2.80, -1.00], [3.61, 3.93, 4.50], [-5.37, 0.64, -1.91], [-4.44, -1.83, -3.43], [-2.81, -0.92, -1.66], [0.31, 0.02, -5.13], [2.89, -2.33, 4.21], [-3.30, -0.92, 3.80], [-2.57, -2.87, -3.77], [-3.17, -2.75, 0.02], [-5.83, 1.63, -1.91], [3.12, 2.28, 2.68], [0.31, 4.46, 4.01], [-3.72, 1.14, -0.59], [-2.72, -3.66, -3.04], [1.14, 2.78, 2.56], [2.22, -0.19, 1.45], [-3.88, 0.74, -1.60], [3.06, 3.53, -6.27], [1.24, -0.50, -3.29], [2.35, 2.93, 3.09], [-4.76, -3.53, -1.75], [4.24, -3.12, 1.22], [5.12, -5.00, 2.55], [-2.73, -3.37, 3.62], [-1.29, 1.90, 1.92], [-3.18, -0.83, -4.14], [1.42, -1.48, -3.76], [3.19, -2.22, 2.85], [-5.59, -3.35, -0.21], [0.13, 3.52, 3.00], [-2.55, -1.30, 3.11], [1.64, -1.20, -1.39], [-1.29, 3.96, 1.49], [-0.41, 2.12, -2.57], [-0.54, 5.04, 4.36], [-3.06, 1.42, 3.34], [2.19, 4.60, -4.62], [0.04, -1.04, -1.71], [0.10, -2.29, 0.58], [5.46, -5.04, 6.23], [-5.79, -2.14, -1.47], [4.18, -4.35, 4.36], [0.63, 1.37, 0.35], [-0.60, 2.12, -4.70], [2.17, 0.08, -3.40], [5.46, -6.34, 4.51], [-0.83, -0.27, -3.84], [-0.66, -2.03, 1.32], [-3.87, -2.05, -0.43], [-1.87, -0.37, 2.32], [-2.02, 3.54, 3.05], [1.57, 4.62, 4.56], [-1.22, 3.28, 2.35], [1.45, 5.48, -2.80], [4.19, 1.89, -4.79], [3.14, -3.46, 6.01], [-2.85, -3.26, -4.75], [4.49, -4.25, 3.01], [-0.96, -4.05, 1.97], [-0.43, 3.13, -2.48], [2.68, 3.77, -2.39], [-3.37, -1.62, -3.41], [-1.33, 1.75, -2.37], [3.38, -3.38, 4.96], [-1.26, -3.02, 2.09], [-5.55, 0.19, -2.88], [-2.23, -2.64, 3.00], [4.70, -5.47, 5.20], [3.44, 2.76, -2.99], [3.94, 2.04, -2.35], [1.04, 2.14, -4.05]], "total_charge": -1, "fmax_ev_per_a": 0.21, "energy_ev": -129077.468}